# C6H10O

A cluster of 2 separate species, C6H10O in total (ωB97M-V/def2-TZVPD, OMol25).

```
17
Properties=species:S:1:pos:R:3:forces:R:3
C 1.5093 -0.5193 -0.5304 0.011 -0.036 -0.031
C 0.6886 0.3557 0.4040 0.166 -0.020 0.009
C 0.1231 1.6953 -0.1463 0.051 0.113 -0.052
C -1.2900 1.2467 0.2423 -0.066 0.242 0.107
O -1.9013 0.4991 -0.8467 0.010 -0.184 -0.056
C -1.5033 -0.7031 -0.4297 -0.003 0.314 0.050
C -0.7652 -0.0952 0.7700 -0.068 -0.222 0.140
H 1.7219 -1.4911 -0.0725 -0.030 0.139 -0.066
H 2.4645 -0.0346 -0.7635 -0.137 -0.067 0.037
H 0.9822 -0.7043 -1.4726 0.062 0.031 0.132
H 1.2476 0.5343 1.3285 -0.097 -0.024 -0.131
H 0.4698 2.5803 0.3937 -0.058 -0.127 -0.075
H 0.2430 1.8599 -1.2215 -0.018 -0.020 0.144
H -1.9982 1.9254 0.7192 0.110 -0.096 -0.066
H -0.3028 -3.5894 0.0468 -0.035 0.013 0.006
H -0.7476 -3.0308 -0.1762 0.086 -0.117 0.011
H -0.9415 -0.5290 1.7550 0.016 0.059 -0.158
```
Forces are in eV/Å.

Properties
Charge: 0
Energy relative to the best compared isomer or geometry (same formula, charge and spin): 444.9 kJ/mol
Calculated total energy: -8426.6288 eV
Maximum force: 0.32 eV/Å
HOMO-LUMO gap: 0.3440 Ha

=====

# C6H10O

An isolated molecule of C6H10O (ωB97M-V/def2-TZVPD, OMol25).

```
17
Properties=species:S:1:pos:R:3:forces:R:3
C -1.1051 -1.0088 1.7298 -0.099 0.040 0.010
C 0.2231 -1.0652 0.9819 -0.043 -0.037 -0.065
C 0.7115 0.2692 0.4199 -0.200 0.041 0.065
O 1.9456 0.0680 -0.2398 0.154 -0.231 0.104
C -0.1894 0.9857 -0.5894 -0.138 -0.004 0.146
C 0.4981 1.9467 -1.5011 -0.315 0.068 -0.328
C 0.1260 0.8416 -2.0611 -0.392 0.489 -0.284
H -1.9206 -0.6856 1.0740 0.084 -0.034 0.099
H -1.0617 -0.3163 2.5793 0.012 -0.070 -0.138
H -1.3729 -1.9946 2.1245 0.049 0.152 -0.059
H 0.1648 -1.7795 0.1504 -0.050 0.062 0.071
H 1.0131 -1.4347 1.6499 -0.139 0.061 -0.152
H 0.8606 0.9684 1.2584 0.197 -0.150 -0.139
H 1.6787 -0.0887 -1.1655 0.619 0.009 0.380
H -1.2132 1.2198 -0.2839 0.199 -0.155 0.087
H 0.8979 2.9408 -1.6101 0.027 -0.090 0.046
H -0.0304 0.3369 -3.0005 0.035 -0.152 0.156
```
Forces are in eV/Å.

Properties
Charge: 0
Energy relative to the best compared isomer or geometry (same formula, charge and spin): 239.6 kJ/mol
Structure (SMILES): CC[C@@H](O)C1C=C1
Calculated total energy: -8428.7568 eV
Maximum force: 0.73 eV/Å
HOMO-LUMO gap: 0.4034 Ha

=====

# C6H10O

A cluster of 2 separate species, C6H10O in total (ωB97M-V/def2-TZVPD, OMol25).

```
17
Properties=species:S:1:pos:R:3:forces:R:3
C -1.4126 -1.6665 1.0352 -0.027 0.006 0.037
C -0.6741 -0.5489 0.3873 0.003 -0.006 0.005
C -1.1584 0.6641 0.0032 0.000 -0.068 -0.094
C -0.3138 1.2473 -0.9917 -0.023 -0.314 0.247
C 1.0334 0.6033 -0.7900 0.027 -0.009 -0.054
C 0.7759 -0.7033 -0.0142 -0.233 0.037 -0.255
O 1.5993 -0.9966 1.0982 0.030 0.168 0.194
H -0.7959 -2.1232 1.8156 -0.081 0.043 -0.086
H -1.6141 -2.4449 0.2875 0.033 0.085 0.117
H -2.3686 -1.3399 1.4527 0.150 -0.041 -0.037
H -2.1587 1.0237 0.2370 0.137 -0.092 -0.065
H 0.9803 3.6833 -1.8059 0.015 0.081 -0.039
H 0.4703 3.1309 -1.7709 0.134 0.209 -0.053
H 1.5656 0.4534 -1.7361 -0.061 0.031 0.144
H 1.6537 1.3006 -0.2072 -0.126 -0.071 -0.047
H 0.9015 -1.5553 -0.6914 -0.059 0.091 0.048
H 1.5312 -0.2511 1.7105 0.082 -0.150 -0.062
```
Forces are in eV/Å.

Properties
Charge: 0
Energy relative to the best compared isomer or geometry (same formula, charge and spin): 400.0 kJ/mol
Calculated total energy: -8427.0951 eV
Maximum force: 0.40 eV/Å
HOMO-LUMO gap: 0.2841 Ha

=====

# C6H10O

A cluster of 2 separate species, C6H10O in total (ωB97M-V/def2-TZVPD, OMol25).

```
17
Properties=species:S:1:pos:R:3:forces:R:3
C -0.5865 2.4255 0.4140 -0.062 0.007 0.058
C 0.6158 1.6822 -0.0898 0.074 -0.114 0.017
C 0.9470 0.4361 0.2420 0.088 0.147 -0.163
O 0.2349 -0.3146 1.1262 -0.029 0.155 -0.045
C 0.3034 -1.7261 0.9750 0.003 -0.206 0.231
C -0.2358 -2.4081 -0.2204 0.198 -0.030 -0.049
C 1.0606 -2.3828 -0.1121 -0.151 -0.015 -0.092
H -0.3062 3.4185 0.7838 -0.036 -0.150 -0.036
H -1.0712 1.8795 1.2276 0.050 0.083 -0.122
H -1.3259 2.5760 -0.3835 0.129 -0.010 0.111
H 1.2852 2.1937 -0.7773 -0.071 -0.083 0.110
H 1.8401 -0.0414 -0.1604 -0.131 0.095 0.025
H 0.2142 -2.1561 1.9722 0.028 0.062 -0.155
H -1.1134 -2.6937 -0.7803 0.163 0.030 0.095
H 2.0262 -2.6315 -0.5274 -0.156 0.001 0.067
H -1.6428 0.0571 -0.6153 -0.100 -0.053 -0.056
H -2.2178 -0.3112 -0.9114 0.005 0.080 0.003
```
Forces are in eV/Å.

Properties
Charge: 0
Energy relative to the best compared isomer or geometry (same formula, charge and spin): 385.5 kJ/mol
Structure (SMILES): C/C=C\OC1C=C1.[H][H]
Calculated total energy: -8427.2453 eV
Maximum force: 0.31 eV/Å
HOMO-LUMO gap: 0.3521 Ha

=====

# C6H10O

An isolated molecule of C6H10O (ωB97M-V/def2-TZVPD, OMol25).

```
17
Properties=species:S:1:pos:R:3:forces:R:3
C 1.8152 -0.6589 0.0803 -0.005 0.025 -0.021
C 0.5630 0.1128 0.5025 -0.117 0.022 0.089
C 0.2922 1.4000 -0.3073 -0.208 0.021 0.032
C -1.1798 1.6347 -0.5088 0.162 -0.427 0.163
C -1.8225 0.3853 -0.0050 -0.079 -0.061 -0.082
C -0.7757 -0.6765 0.4204 -0.054 0.163 0.244
O -0.7495 -1.7696 -0.4823 0.078 0.057 -0.288
H 1.7513 -1.0064 -0.9574 -0.029 0.057 0.154
H 2.6997 -0.0139 0.1547 -0.174 -0.084 0.004
H 1.9904 -1.5368 0.7119 -0.099 0.139 -0.107
H 0.6999 0.4123 1.5491 -0.099 -0.050 -0.083
H 0.7194 1.3560 -1.3291 -0.215 -0.014 0.083
H 0.7809 2.2881 0.1199 -0.173 -0.073 -0.151
H -2.5762 -0.0182 -0.7025 0.481 0.027 -0.455
H -2.5996 0.6361 0.7357 0.565 0.336 0.442
H -1.0113 -1.1264 1.3879 0.004 0.015 -0.114
H -0.5974 -1.4186 -1.3698 -0.037 -0.152 0.090
```
Forces are in eV/Å.

Properties
Charge: 0
Energy relative to the best compared isomer or geometry (same formula, charge and spin): 311.7 kJ/mol
Calculated total energy: -8428.0101 eV
Maximum force: 0.79 eV/Å
HOMO-LUMO gap: 0.3132 Ha

=====

# C6H10O

An isolated molecule of C6H10O (ωB97M-V/def2-TZVPD, OMol25).

```
17
Properties=species:S:1:pos:R:3:forces:R:3
C -1.6869 0.2674 1.0076 0.009 0.116 0.075
C -2.0479 0.0224 -0.4185 -0.199 0.107 -0.163
C -0.9317 -0.7898 0.2593 0.115 -0.169 -0.021
C 0.5408 -0.5586 -0.0853 -0.019 -0.066 -0.278
C 0.3641 0.1972 -1.3492 0.030 -0.295 0.079
C 2.4031 0.6839 0.2275 0.311 0.092 0.029
O 1.2308 0.2282 0.8678 -0.048 0.079 0.016
H -1.1339 1.1723 1.2407 -0.095 -0.145 -0.071
H -2.3763 -0.0648 1.7788 0.154 -0.014 -0.146
H -2.9546 -0.5285 -0.6486 0.154 0.061 0.072
H -1.7889 0.7926 -1.1364 -0.079 -0.095 0.134
H -1.1920 -1.8227 0.4756 0.090 0.204 -0.108
H 1.0450 -1.5405 -0.1532 -0.048 0.194 -0.024
H 0.4140 -0.5110 -2.1980 -0.412 -0.111 0.148
H 2.1342 1.0968 -0.7586 0.164 0.075 0.063
H 3.1295 -0.1316 0.0772 -0.090 0.113 0.126
H 2.8507 1.4867 0.8134 -0.036 -0.146 0.067
```
Forces are in eV/Å.

Properties
Charge: 0
Energy relative to the best compared isomer or geometry (same formula, charge and spin): 500.7 kJ/mol
Calculated total energy: -8426.0505 eV
Maximum force: 0.45 eV/Å
HOMO-LUMO gap: 0.3179 Ha

=====

# C6H10O

An isolated molecule of C6H10O in a non-equilibrium geometry (ωB97M-V/def2-TZVPD, OMol25).

```
17
Properties=species:S:1:pos:R:3:forces:R:3
C -1.4628 -0.1377 0.2055 2.226 -1.006 0.445
C -2.7699 0.1705 0.7585 -1.140 0.110 1.727
C -1.3652 -1.5514 -0.3949 -1.932 0.901 -1.415
C 0.8873 -0.1682 1.0251 3.682 0.447 0.746
C 0.2415 1.6167 -0.6188 1.161 -1.844 -0.439
C -0.1756 0.7002 0.6135 -2.841 1.424 -1.348
O -2.5034 0.6118 -0.3984 -0.812 1.325 -1.641
H -2.1365 -2.2678 0.0499 1.382 0.864 -0.272
H -0.3456 -1.8208 -0.3353 0.834 -1.119 0.152
H -1.6494 -1.4946 -1.5156 0.530 -0.013 1.662
H 0.6337 -0.9451 1.6758 -0.658 -1.208 1.132
H 1.6623 0.4505 1.5571 -0.577 -0.565 -0.331
H 1.4385 -0.5850 0.2106 0.250 -0.527 -0.769
H 0.1748 2.6210 -0.3391 -0.436 1.684 0.250
H -0.3861 1.4291 -1.5265 0.543 0.180 0.841
H 1.3524 1.5062 -0.9213 -1.720 -0.268 0.539
H -0.3808 1.3301 1.5325 -0.490 -0.385 -1.280
```
Forces are in eV/Å.

Properties
Charge: 0
Energy relative to the best compared isomer or geometry (same formula, charge and spin): 356.8 kJ/mol
Calculated total energy: -8427.5420 eV
Maximum force: 3.78 eV/Å
HOMO-LUMO gap: 0.3739 Ha